{"formula": "C10H11F2N", "method": "ωB97M-V/def2-TZVPD", "max_force_ev_per_a": 3.79, "lumo_ev": 0.9, "e_homo_ha": -0.2764, "orbital_gap_ha": 0.3077, "energy_ha": -642.0077, "e_above_lowest_kj_mol": 291.0, "total_charge": 0, "species": ["C", "C", "C", "C", "C", "C", "C", "C", "C", "C", "N", "F", "F", "H", "H", "H", "H", "H", "H", "H", "H", "H", "H", "H"], "positions_angstrom": [[1.215690, 0.992490, 2.655838], [-0.119786, 1.307675, 2.501616], [2.075951, 0.909000, 1.538169], [-0.620654, 1.469777, 1.252270], [1.497399, 0.976206, 0.298860], [0.147227, 1.272275, 0.072390], [-0.346922, 1.355472, -1.306613], [-1.241413, -1.395751, -0.675179], [0.381226, 1.310287, -2.411737], [-2.623279, -1.906954, -1.054090], [-0.182568, -2.085582, -0.972888], [1.698058, 1.089015, -2.570986], [-0.096639, 1.453720, -3.618245], [1.536976, 0.834726, 3.631865], [-0.744778, 1.427904, 3.313423], [3.196147, 0.669959, 1.622966], [-1.731785, 1.715249, 1.151323], [2.063787, 0.918232, -0.601235], [-1.416407, 1.584322, -1.671628], [-3.248651, -1.785247, -0.186664], [-2.592412, -2.934580, -1.468014], [-3.191768, -1.389772, -1.850341], [-0.123497, -2.896305, -1.507748], [0.681570, -1.766037, -0.606973]], "forces_ev_per_a": [[0.607, 0.233, -1.430], [1.627, -0.275, -1.262], [0.712, -0.952, 1.448], [-2.593, 0.443, -2.727], [-0.452, 0.707, -1.172], [-0.070, -0.033, 1.734], [-1.467, 0.855, -1.230], [-1.184, 0.937, 0.394], [1.019, -0.204, 0.350], [1.053, -0.788, -1.385], [-1.087, 1.258, 0.704], [-0.407, 0.033, 0.395], [-0.754, 0.123, -0.804], [0.964, -0.197, 1.506], [-1.124, 0.152, 1.689], [-1.933, 0.468, 0.050], [1.634, -0.344, 0.007], [0.828, -0.295, -0.025], [1.569, -0.465, 1.460], [-0.198, -0.380, 0.438], [-0.244, -0.135, 0.561], [0.810, 0.525, 0.329], [-0.162, -2.058, -1.244], [0.850, 0.390, 0.214]], "mulliken_charge": [-0.289, -0.727, -0.763, -0.120, -0.416, 0.741, -0.649, 0.078, 0.504, -1.094, -0.246, -0.241, -0.270, 0.434, 0.474, 0.273, 0.217, 0.580, 0.226, 0.275, 0.327, 0.257, 0.177, 0.254]}

{"formula": "C40H38N5P2ReS", "method": "ωB97M-V/def2-TZVPD", "s2": 0.782, "max_force_ev_per_a": 1.43, "multiplicity": 2, "lumo_ev": [-9.9, -10.5], "e_homo_ha": [-0.5922, -0.5920], "orbital_gap_ha": [0.2300, 0.2043], "energy_ha": -2979.1378, "e_above_lowest_kj_mol": 0.0, "total_charge": 3, "species": ["Re", "C", "C", "N", "N", "C", "N", "S", "C", "C", "C", "C", "C", "N", "H", "H", "H", "H", "H", "H", "H", "H", "H", "C", "N", "C", "P", "C", "C", "C", "C", "C", "C", "C", "C", "C", "C", "C", "C", "C", "C", "C", "C", "C", "C", "P", "C", "C", "C", "C", "C", "C", "C", "C", "C", "C", "C", "C", "H", "H", "H", "H", "H", "H", "H", "H", "H", "H", "H", "H", "H", "H", "H", "H", "H", "H", "H", "H", "H", "H", "H", "H", "H", "H", "H", "H", "H"], "positions_angstrom": [[0.004163, 0.160768, -0.011395], [4.196512, 0.332671, 1.398359], [2.886170, 0.402256, 0.694691], [1.765697, -0.041812, 1.163787], [1.780565, -0.528007, 2.444913], [0.593751, -0.717993, 2.918411], [0.425710, -1.111014, 4.184378], [-0.918262, -0.418020, 1.992677], [2.754247, 1.081917, -0.599477], [3.830662, 1.676101, -1.216897], [3.639276, 2.405390, -2.384930], [2.363908, 2.514023, -2.914909], [1.325210, 1.875589, -2.276374], [1.495225, 1.152477, -1.144666], [4.095182, -0.179976, 2.344832], [4.590630, 1.335319, 1.576552], [4.923312, -0.200104, 0.778504], [1.227306, -1.221172, 4.786242], [-0.490661, -1.240447, 4.574129], [4.815069, 1.585050, -0.779032], [4.480253, 2.892434, -2.863829], [2.168316, 3.092434, -3.808676], [0.323777, 1.930650, -2.661610], [-1.939945, -2.701324, -1.210996], [-3.113417, -1.952893, -0.763899], [-3.235296, -0.665786, -1.449693], [-2.169534, 0.777381, -0.884407], [-2.544813, 1.738422, -2.385372], [-3.651070, 2.586400, -2.468664], [-3.963514, 3.205154, -3.672997], [-3.194169, 2.970420, -4.804545], [-2.125456, 2.086430, -4.745618], [-1.809336, 1.470227, -3.543758], [-3.016510, 1.656501, 0.456879], [-3.699282, 0.998861, 1.477480], [-4.251917, 1.714297, 2.530955], [-4.095720, 3.093210, 2.591201], [-3.389869, 3.753376, 1.594522], [-2.852317, 3.041070, 0.531141], [-4.094110, -2.490720, -0.004286], [-4.031246, -3.845124, 0.463310], [-5.055301, -4.366320, 1.201589], [-6.174879, -3.582473, 1.525120], [-6.257115, -2.255676, 1.074630], [-5.255050, -1.717163, 0.317633], [-0.210235, -2.117015, -0.740483], [0.717369, -2.551172, -2.222300], [0.353359, -3.692494, -2.945773], [1.070948, -4.051527, -4.073638], [2.158555, -3.288945, -4.483263], [2.550275, -2.180892, -3.745725], [1.830931, -1.809806, -2.618059], [0.282729, -3.319390, 0.518761], [1.542572, -3.907426, 0.431823], [1.925835, -4.860988, 1.368724], [1.057880, -5.223909, 2.386288], [-0.196411, -4.625483, 2.483733], [-0.582980, -3.674810, 1.554711], [-1.933002, -2.682138, -2.299603], [-1.972444, -3.727465, -0.889818], [-4.258922, -0.321468, -1.523197], [-2.872618, -0.812613, -2.464457], [-4.274036, 2.771753, -1.603879], [-4.816088, 3.870605, -3.726525], [-3.440488, 3.461101, -5.737611], [-1.548135, 1.872208, -5.637215], [-1.013133, 0.730399, -3.520796], [-3.796581, -0.080933, 1.466690], [-4.798353, 1.194111, 3.309967], [-4.512431, 3.651471, 3.420581], [-3.267271, 4.828990, 1.635196], [-2.312765, 3.573885, -0.243288], [-3.205257, -4.496594, 0.229055], [-5.002693, -5.397554, 1.526563], [-6.981454, -4.007417, 2.110300], [-7.120196, -1.650010, 1.318603], [-5.367479, -0.699950, -0.026481], [-0.464958, -4.327540, -2.626926], [0.783897, -4.934215, -4.631916], [2.707142, -3.568927, -5.373723], [3.421046, -1.609568, -4.044654], [2.147089, -0.958206, -2.037025], [2.221802, -3.638835, -0.368956], [2.901680, -5.324959, 1.294826], [1.351169, -5.980916, 3.102956], [-0.871095, -4.905907, 3.284323], [-1.562599, -3.212110, 1.641287]], "forces_ev_per_a": [[-0.511, -1.105, 0.750], [0.012, 0.014, -0.112], [0.020, 0.075, 0.052], [0.163, -0.067, -0.109], [-0.217, -0.021, -0.190], [0.129, -0.323, 0.318], [-0.081, -0.027, -0.192], [0.360, 0.879, -1.035], [-0.176, -0.102, -0.145], [0.193, 0.073, -0.094], [0.083, 0.016, -0.034], [0.098, 0.055, -0.109], [0.092, -0.123, 0.335], [-0.258, 0.571, 0.138], [-0.010, -0.036, 0.066], [-0.022, 0.000, 0.010], [-0.036, 0.025, 0.019], [0.022, -0.003, -0.013], [-0.024, 0.019, 0.031], [-0.033, 0.055, -0.024], [-0.034, -0.020, 0.013], [0.018, -0.053, 0.035], [-0.136, 0.052, 0.051], [0.050, 0.329, 0.000], [0.323, 0.046, -0.200], [0.140, 0.109, 0.365], [0.298, -0.172, 0.038], [0.054, -0.034, -0.104], [0.043, 0.048, -0.057], [0.008, -0.007, 0.017], [-0.057, 0.035, 0.013], [0.057, -0.049, 0.004], [-0.080, -0.079, -0.008], [-0.022, 0.062, -0.099], [-0.094, -0.065, -0.012], [0.021, -0.041, 0.019], [0.011, -0.008, 0.030], [0.014, 0.029, -0.033], [0.058, 0.063, 0.101], [-0.049, -0.057, -0.058], [-0.021, 0.124, 0.005], [-0.107, 0.027, 0.067], [-0.019, 0.010, 0.008], [-0.029, -0.100, 0.072], [-0.057, -0.053, -0.030], [-0.127, 0.195, 0.487], [0.066, 0.169, -0.113], [0.027, 0.003, 0.018], [-0.025, -0.048, -0.033], [0.027, 0.009, -0.012], [0.017, 0.002, 0.011], [-0.064, -0.122, -0.046], [0.118, -0.037, -0.053], [0.011, -0.008, 0.034], [0.031, 0.041, -0.015], [-0.041, -0.003, 0.019], [0.001, -0.011, 0.022], [-0.035, -0.009, -0.009], [-0.137, -0.021, -0.084], [-0.118, -0.232, 0.035], [-0.117, -0.081, 0.012], [-0.062, -0.084, -0.138], [0.026, 0.023, -0.002], [0.034, -0.027, 0.006], [0.005, -0.019, 0.031], [-0.030, -0.004, 0.054], [0.030, 0.015, -0.014], [0.001, 0.084, 0.031], [0.052, 0.043, -0.052], [-0.014, -0.027, -0.063], [0.008, -0.063, 0.015], [-0.022, -0.001, 0.002], [0.063, 0.058, -0.020], [-0.036, 0.045, 0.008], [0.038, 0.024, -0.030], [-0.011, -0.065, -0.016], [0.064, -0.072, 0.030], [0.024, 0.026, -0.040], [0.024, 0.047, 0.026], [0.000, -0.006, 0.048], [-0.063, -0.020, 0.002], [0.036, 0.019, -0.011], [-0.024, -0.042, 0.016], [-0.051, 0.022, -0.002], [-0.003, 0.048, -0.013], [0.036, -0.005, -0.056], [0.052, -0.033, 0.015]], "mulliken_charge": [0.785, -1.716, 1.121, 0.628, -1.427, 0.662, -0.311, -0.412, 0.765, -0.790, -0.733, -1.041, -0.295, 0.102, 0.369, 0.420, 0.409, 0.264, 0.194, 0.571, 0.503, 0.533, 0.432, -2.430, 0.740, -2.074, 2.787, 1.266, -0.822, -0.780, -0.690, -0.859, -0.666, 0.941, -0.542, -1.172, -0.758, -0.816, -1.124, 2.608, -0.735, -0.949, -0.560, -0.863, -0.642, 1.651, 0.383, -0.588, -0.880, -0.699, -0.662, -0.010, 0.407, -0.854, -0.821, -0.756, -1.065, -0.130, 0.710, 0.638, 0.824, 0.501, 0.468, 0.467, 0.433, 0.484, 0.463, 0.523, 0.506, 0.447, 0.467, 0.532, 0.453, 0.472, 0.453, 0.477, 0.205, 0.327, 0.495, 0.429, 0.492, 0.341, 0.492, 0.476, 0.452, 0.527, 0.573]}

{"formula": "C28H32F6N7O4S2Ta", "method": "ωB97M-V/def2-TZVPD", "max_force_ev_per_a": 2.01, "lumo_ev": -6.9, "e_homo_ha": -0.5048, "orbital_gap_ha": 0.2521, "energy_ha": -3222.3274, "total_charge": 2, "species": ["Ta", "C", "C", "C", "N", "C", "C", "C", "C", "C", "C", "C", "N", "C", "C", "C", "N", "C", "C", "C", "C", "C", "C", "C", "N", "C", "C", "H", "H", "H", "H", "H", "H", "H", "H", "H", "H", "H", "H", "H", "H", "H", "H", "H", "H", "H", "H", "H", "H", "H", "H", "H", "H", "C", "C", "N", "C", "C", "N", "H", "H", "H", "H", "H", "H", "F", "C", "F", "F", "S", "O", "O", "N", "S", "O", "O", "C", "F", "F", "F"], "positions_angstrom": [[-0.018207, -0.399004, -0.259967], [-2.808342, -1.391695, -0.259513], [-3.364767, 0.029532, -0.158429], [-2.770733, 0.961409, -1.184175], [-1.323184, 1.081565, -0.955867], [-0.684227, 2.230465, -1.193522], [-1.356261, 3.479809, -1.322515], [-0.936505, 4.705044, -1.756075], [0.297704, 5.087117, -2.305496], [1.414881, 4.312373, -2.340530], [1.617717, 3.047398, -1.752589], [0.769249, 2.171147, -1.115342], [1.321542, 1.068579, -0.394358], [2.741716, 1.270384, 0.033912], [3.225518, 0.520395, 1.277938], [3.944874, -0.802325, 0.998447], [3.297047, -1.609698, -0.031146], [2.096550, -1.901013, 0.028287], [1.143435, -2.177256, -1.047246], [0.396210, -3.412180, -1.352450], [-0.076835, -4.384640, -0.567190], [-0.074028, -4.404111, 0.879111], [-0.083393, -3.336701, 1.683019], [0.032349, -1.925584, 1.252173], [-0.762747, -0.858742, 1.876659], [-2.152315, -1.396403, 2.201507], [-2.825092, -2.147730, 1.059530], [-1.793831, -1.499570, -0.767436], [-3.374629, -1.957325, -1.002934], [-3.189049, 0.455964, 0.828592], [-4.447199, -0.020539, -0.283053], [-3.276722, 1.917719, -1.173528], [-2.924397, 0.549565, -2.182717], [-2.388267, 3.466365, -1.004881], [-1.693508, 5.480477, -1.713474], [0.364268, 6.086901, -2.715094], [2.293990, 4.740395, -2.807997], [2.645288, 2.719745, -1.809036], [2.855556, 2.338045, 0.215050], [3.389933, 1.023891, -0.815049], [2.392683, 0.388661, 1.959235], [3.931038, 1.167366, 1.801718], [4.045916, -1.377538, 1.921881], [4.951662, -0.599496, 0.639849], [1.716310, -1.934774, -1.930576], [0.268835, -3.557103, -2.421928], [-0.493310, -5.257632, -1.055792], [-0.158051, -5.375117, 1.354918], [-0.176113, -3.513514, 2.744646], [-2.739978, -0.539636, 2.496706], [-2.052633, -2.035889, 3.079155], [-3.865229, -2.290766, 1.363395], [-2.411322, -3.139855, 0.920158], [-1.995705, -1.198849, -3.812332], [-0.612723, -0.643580, -3.757631], [0.153558, -0.374487, -2.705261], [1.393673, -0.000605, -3.224038], [1.357953, -0.034290, -4.573002], [0.087449, -0.443048, -4.890684], [-2.215683, -1.788117, -2.924470], [-2.091174, -1.860562, -4.672846], [-2.746915, -0.417637, -3.924517], [2.236260, 0.226850, -2.594590], [2.107584, 0.173693, -5.317577], [-0.266378, -0.609168, -5.819045], [2.645315, -1.331559, 5.158569], [1.643350, -0.447673, 5.171407], [1.283961, -0.179124, 6.395593], [2.035192, 0.649908, 4.542741], [0.213859, -1.397566, 4.330125], [1.332146, -1.381732, 1.218877], [-0.828899, -1.515424, 5.321793], [-0.181484, -0.200082, 3.061348], [-0.856232, 1.269251, 3.558942], [-0.547550, 1.343788, 4.937542], [-2.158135, 1.434798, 3.012036], [0.119827, 2.653886, 2.782995], [-0.247402, 3.743782, 3.422564], [1.424426, 2.495254, 2.875624], [-0.219670, 2.777817, 1.489858]], "forces_ev_per_a": [[0.124, -1.445, -1.391], [0.004, -0.118, -0.073], [0.020, 0.007, -0.019], [0.070, -0.167, -0.052], [-0.412, 0.991, 0.294], [0.252, 0.097, 0.171], [-0.082, -0.139, -0.165], [-0.060, 0.024, -0.031], [-0.036, 0.057, -0.035], [0.081, -0.065, -0.050], [-0.077, -0.027, 0.045], [0.255, -0.058, -0.004], [-0.053, 0.148, 0.464], [-0.052, -0.028, -0.148], [-0.136, 0.047, 0.067], [0.004, -0.072, -0.056], [-0.010, -0.142, -0.037], [0.244, 0.115, 0.586], [0.487, -0.059, -0.257], [-0.044, -0.002, -0.064], [-0.019, -0.022, -0.008], [-0.059, 0.064, 0.075], [0.097, -0.002, -0.130], [0.064, 0.284, 0.127], [-0.532, -0.063, 0.361], [0.158, 0.020, -0.024], [0.065, 0.100, -0.023], [-0.243, 0.160, 0.302], [-0.073, -0.009, 0.039], [0.037, 0.009, 0.027], [-0.007, 0.001, -0.023], [-0.053, 0.057, 0.133], [0.052, 0.082, -0.023], [-0.002, -0.015, 0.029], [0.032, 0.000, 0.004], [-0.009, -0.011, -0.002], [-0.016, -0.013, 0.006], [0.037, 0.019, 0.032], [-0.034, 0.041, 0.056], [0.032, -0.027, 0.024], [0.026, 0.018, 0.083], [0.035, 0.036, -0.083], [-0.031, 0.000, 0.005], [0.029, -0.005, 0.010], [-0.003, 0.022, -0.118], [-0.020, 0.003, 0.019], [-0.018, 0.006, 0.023], [0.021, 0.010, -0.023], [0.054, 0.034, 0.110], [-0.037, 0.018, 0.052], [-0.011, -0.082, -0.054], [-0.009, 0.067, 0.004], [0.039, -0.046, 0.022], [0.014, -0.019, 0.055], [0.030, -0.189, 0.019], [-0.192, 0.151, -0.003], [-0.012, 0.042, 0.114], [-0.040, -0.029, -0.068], [0.005, 0.041, 0.029], [0.012, 0.056, -0.045], [0.021, -0.013, 0.012], [0.005, -0.013, -0.016], [-0.060, -0.010, 0.017], [-0.037, -0.001, 0.047], [0.000, 0.005, -0.029], [-0.088, 0.121, 0.011], [0.003, -0.012, 0.003], [0.076, -0.020, 0.078], [0.174, -0.130, -0.040], [0.231, -0.043, -0.157], [0.078, 0.168, -0.026], [-0.174, -0.030, 0.056], [-0.118, -0.034, -0.270], [0.149, 0.075, 0.089], [-0.132, 0.018, 0.081], [-0.076, -0.023, -0.189], [-0.139, 0.112, -0.196], [-0.018, 0.005, 0.030], [0.026, -0.058, -0.098], [0.082, -0.093, 0.218]], "mulliken_charge": [0.089, 0.397, -0.793, -0.855, 1.223, 0.423, -0.901, -0.767, -0.558, -0.864, 0.121, 0.787, 1.053, -1.479, 0.090, -1.126, -0.642, -0.633, 0.383, -0.569, -0.909, -0.579, -1.765, 1.061, 1.062, -1.490, -1.171, -0.563, 0.995, 0.071, 0.631, 0.824, -0.288, 0.352, 0.464, 0.432, 0.468, 0.539, 0.915, 0.191, -0.661, 0.538, 0.490, 0.411, 0.977, 0.526, 0.438, 0.463, 0.430, 0.844, 0.613, 0.535, 0.375, -1.380, 0.206, 0.722, -0.670, -0.820, -0.052, 0.082, 0.544, 0.376, 0.416, 0.454, 0.237, -0.250, 0.725, -0.194, -0.072, 0.452, 0.045, -0.626, -0.838, 1.192, -0.565, -0.672, 0.693, -0.199, -0.205, -0.200]}